Run 1
# C4H11O5P

One molecule with the formula C4H11O5P (wB97M-V/def2-TZVPD, the Open Molecules 2025 dataset).

Properties
- HOMO-LUMO gap: 10.813 eV
- SMILES: CC[C@H](C)O[P@](=O)(O)OO
- HOMO: -0.392 Eh

```
! wB97M-V def2-TZVPD RIJCOSX def2/J DEFGRID3
* xyz 0 1
C 2.34 -1.07 0.35
C 1.44 -0.43 -0.78
C 0.47 0.69 -0.23
C 1.25 1.82 0.57
O -0.52 0.17 0.68
P -1.86 -0.44 -0.07
O -1.77 -1.92 -0.31
O -2.25 0.31 -1.50
O -3.15 -0.18 1.03
O -3.98 -1.31 1.11
H 1.79 -0.99 1.33
H 3.30 -0.48 0.41
H 2.60 -2.13 0.13
H 0.78 -1.24 -1.18
H 2.10 -0.06 -1.60
H 0.06 1.21 -1.13
H 1.70 2.58 -0.11
H 0.48 2.29 1.23
H 2.02 1.40 1.25
H -2.47 1.25 -1.38
H -4.31 -1.48 0.21
*
```



Run 2
# C4H11O5P

One molecule with the formula C4H11O5P (wB97M-V/def2-TZVPD, the Open Molecules 2025 dataset).

Properties
- HOMO-LUMO gap: 10.563 eV
- SMILES: O=P(O)(O)OCCCCO
- HOMO: -0.382 Eh

```
! wB97M-V def2-TZVPD RIJCOSX def2/J DEFGRID3
* xyz 0 1
O 4.16 -0.58 0.80
P 2.91 0.08 0.28
O 3.10 1.73 0.51
O 2.79 -0.19 -1.36
O 1.54 -0.33 1.12
C 0.52 -0.97 0.33
C -0.85 -0.70 1.06
C -2.01 -0.60 -0.02
C -2.53 0.87 -0.25
O -2.40 1.22 -1.63
H 3.04 2.15 -0.36
H 2.51 -1.10 -1.52
H 0.41 -0.56 -0.69
H 0.65 -2.08 0.34
H -1.10 -1.48 1.80
H -0.75 0.30 1.55
H -1.67 -0.97 -1.01
H -2.86 -1.25 0.28
H -3.60 0.87 0.03
H -2.01 1.61 0.40
H -1.84 1.99 -1.66
*
```



Stability, lowest: run 1



Run 1
# C3H8N3

A 2-piece molecular cluster, C3H8N3 overall (wB97M-V/def2-TZVPD, the Open Molecules 2025 dataset).

Properties
- HOMO-LUMO gap: 7.797 eV
- HOMO: -0.485 Eh

```
! wB97M-V def2-TZVPD RIJCOSX def2/J DEFGRID3
* xyz 1 1
C 1.20 -1.63 -2.36
C 0.54 -1.76 -1.10
C -0.43 0.79 0.38
N 1.84 -2.28 -1.36
N -1.01 -0.18 1.28
N 0.92 0.42 -0.07
H 1.07 -1.00 -3.24
H -0.38 -1.98 -0.53
H -0.33 1.85 0.91
H -1.08 0.82 -0.54
H -1.94 -0.46 1.14
H -0.42 -0.48 2.07
H 1.38 -0.16 0.52
H 1.26 1.18 -0.62
*
```



Run 2
# C3H8N3

A 2-piece molecular cluster, C3H8N3 overall (wB97M-V/def2-TZVPD, the Open Molecules 2025 dataset).

Properties
- HOMO-LUMO gap: 10.112 eV
- HOMO: -0.520 Eh

```
! wB97M-V def2-TZVPD RIJCOSX def2/J DEFGRID3
* xyz 1 1
C -0.08 1.18 -0.80
C -0.86 -1.69 0.67
C 0.33 -1.67 0.03
N 1.72 1.12 0.78
N 0.86 1.41 -0.09
N -1.20 1.43 -1.39
H -0.98 -2.49 1.42
H 2.11 1.98 1.20
H -1.78 -1.12 0.63
H 1.10 -2.38 0.25
H 0.57 -0.95 -0.76
H 1.68 0.29 1.42
H -1.40 1.27 -2.40
H -2.07 1.61 -0.95
*
```



Stability, lowest: run 1



Run 1
# C3H8N3

A 2-piece molecular cluster, C3H8N3 overall (wB97M-V/def2-TZVPD, the Open Molecules 2025 dataset).

Properties
- HOMO-LUMO gap: 8.550 eV
- HOMO: -0.504 Eh

```
! wB97M-V def2-TZVPD RIJCOSX def2/J DEFGRID3
* xyz 1 1
C -2.42 0.34 -0.50
C -1.37 0.47 -1.31
C 1.80 0.39 -0.78
N 0.95 -0.91 1.15
N 0.58 -1.68 1.92
N 1.01 -0.21 0.23
H -2.71 1.12 0.29
H -2.98 -0.58 -0.60
H -1.11 -0.35 -2.07
H -0.81 1.32 -1.55
H 2.79 0.19 -0.66
H 1.51 1.43 -0.71
H 1.42 0.13 -1.77
H 0.55 -1.56 2.88
*
```



Run 2
# C3H8N3

A 2-piece molecular cluster, C3H8N3 overall (wB97M-V/def2-TZVPD, the Open Molecules 2025 dataset).

Properties
- HOMO-LUMO gap (alpha / beta): 7.683 / 10.090 eV
- HOMO (alpha / beta): -0.497 / -0.547 Eh

```
! wB97M-V def2-TZVPD RIJCOSX def2/J DEFGRID3
* xyz 1 1
C -1.42 -0.12 0.39
C 1.92 -0.23 -0.08
C -2.90 -0.44 -0.15
N -0.57 -0.56 -0.39
N 2.40 0.18 1.05
N 2.58 -0.35 -1.19
H -1.47 0.71 1.17
H -3.55 0.50 -0.32
H -2.71 -0.98 -1.02
H -3.35 -1.11 0.51
H 1.82 0.25 1.84
H 3.25 0.55 1.27
H 2.25 -0.76 -2.06
H 3.55 -0.12 -1.06
*
```



Stability, lowest: run 1



Run 1
# C3H8N3

An isolated ion of composition C3H8N3 and charge +1 (wB97M-V/def2-TZVPD, the Open Molecules 2025 dataset).

Properties
- HOMO-LUMO gap: 10.028 eV
- SMILES: CN1CN1C=[NH2+]
- HOMO: -0.527 Eh

```
! wB97M-V def2-TZVPD RIJCOSX def2/J DEFGRID3
* xyz 1 1
C 1.87 -0.25 0.45
N 0.59 0.10 -0.36
C 0.29 1.48 -0.48
N -0.70 0.70 0.02
C -1.73 -0.03 0.21
N -1.54 -1.34 -0.08
H 1.86 0.08 1.47
H 1.88 -1.26 0.36
H 2.54 0.22 -0.20
H 0.33 1.76 -1.57
H 0.59 2.23 0.25
H -2.71 0.19 0.49
H -2.25 -2.01 0.31
H -1.01 -1.86 -0.86
*
```



Run 2
# C3H8N3

C3H8N3 as an isolated structure (wB97M-V/def2-TZVPD, the Open Molecules 2025 dataset).

Properties
- HOMO-LUMO gap: 10.719 eV
- HOMO: -0.503 Eh

```
! wB97M-V def2-TZVPD RIJCOSX def2/J DEFGRID3
* xyz 1 1
C -0.94 0.97 -0.33
C -2.01 -0.89 0.34
C -0.64 -0.99 0.53
N -2.18 0.43 -0.14
N -0.02 0.16 0.02
N 2.50 0.20 -0.09
H -0.60 1.96 -0.71
H -2.80 -1.49 0.70
H 2.84 -0.04 0.76
H -0.13 -1.87 0.88
H -2.96 0.83 -0.67
H 1.22 0.13 -0.17
H 2.79 1.11 -0.45
H 2.94 -0.52 -0.65
*
```



Run 3
# C3H8N3

An isolated ion of composition C3H8N3 and charge +1 (wB97M-V/def2-TZVPD, the Open Molecules 2025 dataset).

Properties
- HOMO-LUMO gap: 11.757 eV
- SMILES: C1NC[N@@H+]2CN12
- HOMO: -0.544 Eh

```
! wB97M-V def2-TZVPD RIJCOSX def2/J DEFGRID3
* xyz 1 1
C 0.47 -1.28 -0.39
N 1.20 -0.27 0.32
C 0.87 0.90 -0.25
N -0.76 0.64 -0.60
C -1.45 -0.06 0.56
N -0.84 -0.75 -0.53
H 0.72 -1.39 -1.50
H 0.47 -2.19 0.34
H 1.75 -0.44 1.17
H 1.01 1.87 0.27
H 1.33 1.20 -1.23
H -1.42 1.03 -1.28
H -2.58 0.02 0.49
H -0.86 -0.12 1.47
*
```



Run 4
# C3H8N3

An isolated ion of composition C3H8N3 and charge +1 (wB97M-V/def2-TZVPD, the Open Molecules 2025 dataset).

Properties
- HOMO-LUMO gap: 10.728 eV
- SMILES: C1=[NH+]CNCN1
- HOMO: -0.544 Eh

```
! wB97M-V def2-TZVPD RIJCOSX def2/J DEFGRID3
* xyz 1 1
C -1.59 -0.02 0.17
N -0.78 1.05 0.00
C 0.70 1.16 -0.13
N 1.51 0.00 0.32
C 0.72 -1.07 -0.18
N -0.80 -1.12 0.17
H -2.66 0.17 0.07
H -1.17 1.90 0.16
H 0.90 1.18 -1.24
H 0.97 2.00 0.48
H 1.74 0.03 1.34
H 0.88 -2.12 0.20
H 0.69 -1.03 -1.32
H -1.10 -2.12 -0.03
*
```



Stability, lowest: run 1